{"formula": "C37H37Cl3O2P2Zr", "method": "ωB97M-V/def2-TZVPD", "species": ["Zr", "C", "C", "C", "C", "C", "C", "C", "C", "C", "H", "H", "H", "H", "H", "H", "H", "H", "H", "H", "H", "H", "H", "H", "H", "P", "P", "C", "C", "C", "C", "C", "C", "C", "C", "C", "C", "C", "C", "C", "C", "C", "C", "C", "C", "C", "C", "C", "C", "C", "C", "C", "C", "H", "H", "H", "H", "H", "H", "H", "H", "H", "H", "H", "H", "H", "H", "H", "H", "H", "H", "H", "H", "H", "H", "Cl", "C", "Cl", "Cl", "C", "O", "O"], "positions_angstrom": [[2.510443, -0.861508, 1.745658], [-2.499773, 2.896145, -3.455835], [-2.922359, 2.913918, -2.183142], [-4.187014, 2.298295, -1.656187], [-4.808475, 1.166406, -2.504773], [-3.910920, -0.016369, -2.737747], [-3.016263, -0.194694, -3.719322], [-2.725137, 0.749873, -4.847657], [-3.133871, 2.226427, -4.642481], [3.277662, -2.923551, 1.929238], [-1.602882, 3.467457, -3.723967], [-2.370297, 3.513414, -1.449174], [-4.955760, 3.081425, -1.531639], [-3.995619, 1.905689, -0.645058], [-5.663451, 0.785923, -1.923769], [-5.230580, 1.584855, -3.425006], [-4.087126, -0.830780, -2.024331], [-2.497527, -1.156930, -3.804956], [-3.223107, 0.391529, -5.765455], [-1.645921, 0.721849, -5.064726], [-2.761837, 2.768737, -5.526322], [-4.225401, 2.316724, -4.668057], [4.264638, -2.954905, 1.421174], [2.640686, -3.698543, 1.484087], [3.472528, -3.202547, 2.982647], [0.893673, 1.201927, 1.070701], [0.552440, -1.889412, 0.390543], [-0.596359, 0.617595, 0.253386], [-0.748520, -0.703122, 0.022950], [0.354058, 2.224035, 2.483904], [-0.881704, 2.895266, 2.465798], [-1.275830, 3.644560, 3.581528], [-0.461232, 3.700159, 4.714481], [0.765866, 3.026677, 4.736513], [1.178019, 2.306860, 3.617164], [1.718504, 2.329850, -0.111849], [2.409696, 1.788611, -1.214046], [3.133346, 2.637689, -2.054708], [3.140271, 4.018226, -1.820947], [2.442170, 4.555106, -0.733354], [1.735063, 3.712524, 0.127866], [-0.337318, -3.308313, 1.143667], [-0.708647, -3.215223, 2.498171], [-1.341332, -4.292997, 3.120066], [-1.621988, -5.456625, 2.393514], [-1.282144, -5.538856, 1.038510], [-0.650917, -4.463618, 0.407587], [0.999878, -2.491639, -1.282479], [2.266138, -3.067345, -1.465703], [2.647185, -3.523566, -2.729055], [1.757751, -3.423472, -3.804930], [0.483889, -2.874619, -3.620320], [0.100571, -2.408695, -2.361473], [-1.327790, 1.377411, -0.059759], [-1.652280, -1.154788, -0.405094], [-1.523643, 2.832777, 1.585732], [-2.230021, 4.182380, 3.557286], [-0.772651, 4.267115, 5.595020], [1.408626, 3.050916, 5.616983], [2.147070, 1.802351, 3.631849], [2.400626, 0.707528, -1.397300], [3.695112, 2.220139, -2.893177], [3.695180, 4.680240, -2.487270], [2.448362, 5.629727, -0.542094], [1.207585, 4.117730, 0.994064], [-0.495994, -2.302043, 3.062475], [-1.617368, -4.220058, 4.174692], [-2.107080, -6.300735, 2.885012], [-1.508993, -6.440395, 0.464647], [-0.406091, -4.522878, -0.655296], [2.941814, -3.177872, -0.614565], [3.639468, -3.959150, -2.857702], [2.065493, -3.775894, -4.790587], [-0.219868, -2.809611, -4.455879], [-0.899230, -1.993205, -2.223812], [5.622397, -0.078750, 5.641388], [3.896762, -0.451562, 5.539544], [3.581672, -2.128780, 6.052748], [2.933361, 0.738380, 6.456807], [3.397693, -0.390076, 4.077653], [4.157389, -0.143103, 3.074578], [2.147231, -0.708215, 3.841372]], "forces_ev_per_a": [[2.30, 0.49, 3.11], [0.15, 0.25, 0.57], [0.04, 0.21, -0.59], [-0.18, -0.23, 0.03], [-0.56, 0.16, 0.44], [0.37, -0.38, -0.22], [-0.51, -0.08, 0.19], [0.15, 0.34, -0.15], [0.05, 0.01, -0.70], [-0.57, -0.47, -0.66], [-0.17, -0.22, 0.36], [-0.01, -0.14, -0.30], [0.29, -0.17, 0.03], [-0.05, 0.07, -0.10], [0.13, 0.20, -0.24], [0.11, -0.34, 0.39], [0.28, 0.12, -0.25], [-0.18, 0.22, 0.21], [0.17, 0.00, 0.27], [-0.19, -0.05, 0.04], [-0.26, -0.18, 0.17], [0.49, 0.13, -0.01], [-0.27, 0.14, 0.00], [0.36, -0.12, 0.24], [-0.25, 0.33, -0.26], [-0.56, 1.13, -0.53], [-1.59, -1.78, -1.18], [-0.46, -0.80, -0.33], [-0.32, 1.08, 0.21], [-0.09, -0.14, 0.20], [0.21, -0.04, 0.22], [-0.02, -0.09, -0.25], [0.20, -0.11, 0.03], [-0.09, 0.02, -0.26], [-0.16, 0.03, -0.05], [0.21, 0.00, 0.10], [0.17, 0.29, 0.32], [-0.12, -0.07, 0.02], [-0.14, -0.10, 0.18], [-0.07, -0.21, -0.04], [0.14, -0.13, -0.08], [-0.06, -0.01, 0.31], [0.14, -0.26, -0.22], [-0.02, 0.09, -0.08], [0.16, 0.19, -0.14], [-0.03, 0.19, 0.12], [0.13, 0.12, 0.11], [0.30, 0.13, -0.09], [-0.12, 0.14, -0.19], [-0.13, 0.02, 0.05], [0.10, 0.05, 0.18], [0.05, -0.03, 0.17], [0.16, 0.03, 0.10], [0.14, -0.52, 0.05], [0.20, 0.50, 0.05], [0.10, 0.11, 0.33], [0.42, -0.25, 0.04], [0.04, -0.18, -0.35], [-0.25, 0.12, -0.26], [-0.30, 0.27, 0.02], [-0.06, 0.26, -0.08], [-0.22, 0.16, 0.25], [-0.14, -0.23, 0.21], [0.02, -0.34, -0.12], [0.20, -0.05, -0.31], [-0.08, -0.26, -0.05], [0.08, -0.05, -0.38], [0.14, 0.26, -0.14], [0.06, 0.32, 0.22], [-0.01, -0.06, 0.38], [-0.11, 0.01, -0.35], [-0.34, 0.11, -0.06], [-0.13, 0.10, 0.29], [0.30, -0.04, 0.32], [0.34, -0.06, -0.13], [-0.65, -0.10, -0.10], [0.22, 0.14, -0.17], [0.06, 0.48, -0.03], [0.28, -0.49, -0.25], [-0.06, -0.43, -0.92], [-1.16, -0.16, 1.04], [1.23, 0.33, -1.00]], "max_force_ev_per_a": 3.90, "homo_lumo_gap_ev": 5.068, "energy_ev": -100473.498, "total_charge": 2, "relative_energy_ev": 0.000, "lumo_ev": -7.928}

---

{"formula": "C37H37ClN8O4SiSr", "method": "ωB97M-V/def2-TZVPD", "species": ["Sr", "C", "C", "N", "C", "C", "C", "C", "C", "C", "C", "C", "C", "N", "C", "H", "H", "H", "H", "H", "H", "H", "H", "N", "C", "N", "C", "N", "N", "C", "N", "C", "C", "C", "C", "C", "N", "H", "H", "H", "H", "H", "H", "H", "H", "C", "C", "C", "C", "C", "H", "H", "H", "H", "H", "H", "H", "H", "H", "H", "O", "Cl", "O", "O", "O", "C", "C", "C", "C", "C", "C", "Si", "C", "C", "C", "C", "C", "C", "H", "H", "H", "H", "H", "H", "H", "H", "H", "H", "H"], "positions_angstrom": [[0.709173, 0.688015, 0.037921], [-2.347921, -0.036380, 3.769763], [-1.513725, 0.670656, 2.931049], [-0.240615, 0.318039, 2.627477], [0.295955, -0.689709, 3.314982], [-0.459143, -1.430010, 4.295142], [-1.793493, -1.033826, 4.546199], [0.106151, -2.647178, 4.749806], [1.353053, -3.071797, 4.304113], [2.159081, -2.299362, 3.441543], [3.382025, -2.788688, 2.904829], [4.086062, -2.004930, 2.021266], [3.548694, -0.797824, 1.584403], [2.303886, -0.389260, 1.983888], [1.634529, -1.141643, 2.915972], [-3.290793, 0.358098, 4.004286], [-1.938566, 1.555194, 2.431483], [-2.304619, -1.610487, 5.291528], [-0.431970, -3.145711, 5.514676], [1.627385, -4.068467, 4.542691], [3.710200, -3.823346, 3.124569], [5.082784, -2.354046, 1.649866], [4.048788, -0.124461, 0.921435], [2.453249, 3.134942, 2.379547], [3.206376, 3.173094, 1.208930], [4.286429, 3.961757, 1.376772], [5.134762, 3.841165, 0.389050], [6.420544, 4.337241, 0.568109], [4.917161, 3.253323, -0.731197], [3.809081, 2.490191, -0.860945], [2.891861, 2.392510, 0.155055], [3.529186, 1.789750, -2.050644], [4.365194, 1.600876, -3.165182], [3.981764, 0.799990, -4.210503], [2.706763, 0.258227, -4.227187], [1.941851, 0.401339, -3.034354], [2.240174, 1.189108, -2.048460], [2.394080, 3.952094, 3.015406], [1.575905, 2.619913, 2.426188], [6.435462, 5.199877, 1.123172], [6.978166, 4.376708, -0.297708], [5.345435, 2.093004, -3.137820], [4.587213, 0.715305, -5.120858], [2.403994, -0.544232, -4.935168], [1.027118, -0.068451, -2.933878], [-1.316645, -3.097610, 0.822888], [-0.291134, -3.102382, -0.317980], [-1.040703, -3.063622, -1.672127], [0.438653, -4.455375, -0.203730], [0.655039, -1.952453, -0.152209], [-1.861531, -3.990759, 0.805852], [-1.970620, -2.197432, 0.806097], [-0.767423, -3.089784, 1.789417], [-1.566998, -4.037795, -1.892816], [-0.359897, -2.793564, -2.477778], [-1.855497, -2.303729, -1.536454], [-0.314977, -5.322949, -0.282745], [1.005006, -4.522263, 0.759952], [1.126859, -4.523768, -0.968223], [1.575811, -2.257201, -0.708551], [-0.162952, 4.000197, 4.176984], [-1.157678, 4.251295, 3.161263], [-1.236332, 5.682671, 2.938688], [-2.482001, 3.796229, 3.632658], [-0.812359, 3.547228, 1.906826], [-5.602933, -1.599341, 0.417446], [-5.240476, -1.689048, -0.923569], [-4.380047, -0.760409, -1.500061], [-3.773516, 0.268022, -0.781701], [-4.109755, 0.316234, 0.579595], [-5.026836, -0.575289, 1.163344], [-2.411198, 1.590926, -1.510914], [-2.822505, 1.376274, -3.408722], [-2.022258, 0.438286, -4.071839], [-2.073978, 0.248403, -5.422978], [-2.952111, 0.974342, -6.239399], [-3.655276, 2.042434, -5.603816], [-3.636401, 2.214601, -4.228331], [-6.140967, -2.428196, 0.899072], [-5.478601, -2.529758, -1.564494], [-4.180757, -0.863040, -2.559191], [-3.579499, 1.052860, 1.206038], [-5.151263, -0.524653, 2.192218], [-3.250830, 2.928201, -1.397000], [-1.444026, -0.253789, -3.451947], [-1.426478, -0.556603, -5.810294], [-3.145059, 0.786974, -7.286752], [-4.299237, 2.728858, -6.220368], [-4.159303, 3.146174, -3.861559]], "forces_ev_per_a": [[-0.17, 0.50, -0.03], [1.40, -0.44, 1.74], [0.93, 0.37, -1.58], [-1.46, 1.01, 0.59], [-0.50, -0.99, 0.05], [0.52, 1.02, -1.50], [1.06, -0.36, -0.81], [2.22, 0.30, -0.37], [-2.51, 0.32, 1.11], [0.55, -1.21, -0.75], [-0.23, -0.14, -0.03], [1.24, -0.89, -0.09], [-2.90, 0.61, 1.43], [1.71, -0.97, 0.08], [0.16, 1.88, -0.93], [-1.31, 0.31, -0.06], [0.62, -0.45, 0.11], [-0.60, -0.03, 0.22], [-0.42, -0.97, 0.36], [0.61, -0.67, 0.43], [-0.12, 0.84, 0.14], [-1.08, 0.41, 0.23], [0.26, 0.21, -0.44], [-0.87, 0.04, -0.10], [-0.84, -0.05, 1.69], [-0.52, 0.03, 0.64], [0.94, 0.41, -0.18], [0.59, 1.11, 0.01], [0.64, -1.33, -2.23], [-0.19, 0.40, -0.04], [0.20, 0.80, 1.62], [-1.83, -0.55, 0.24], [1.15, 0.46, 0.16], [0.24, 0.90, -0.87], [-1.16, -1.96, 0.87], [1.65, 0.93, -1.99], [1.55, 0.19, 0.73], [0.57, -0.81, -1.08], [0.28, 0.19, -0.44], [0.11, -0.64, -0.33], [-0.76, 0.03, 0.74], [-0.40, -0.26, -0.09], [0.11, -0.07, 0.53], [0.20, 0.94, 0.35], [-1.97, -1.16, -0.09], [0.96, 1.79, 0.60], [-0.30, -0.73, 0.58], [-1.19, 0.08, 0.76], [-1.90, -0.68, 1.91], [0.27, 0.36, -0.71], [-1.35, -1.33, -0.05], [0.26, -0.57, -0.08], [-0.22, 0.09, -0.42], [0.59, 0.75, 0.13], [-0.12, -0.01, -0.16], [0.74, -0.40, -0.59], [1.11, 1.01, 0.20], [-0.53, -0.02, -0.58], [1.60, -0.37, -1.84], [0.05, 0.14, 0.08], [0.22, -0.46, -0.10], [-1.41, 0.40, -0.47], [0.20, -0.58, -0.26], [1.32, -0.06, -0.47], [-0.18, 0.57, 1.29], [0.48, -0.53, -0.08], [0.39, -0.02, -0.15], [-0.09, 0.15, -0.16], [0.32, 0.84, 0.07], [0.01, -0.05, 0.15], [0.97, 0.27, -1.74], [-1.46, -0.01, 0.09], [0.23, 0.80, -0.04], [-0.77, 0.00, 1.13], [-0.05, -1.04, -1.72], [-0.25, 1.24, 1.45], [-0.55, -0.59, -1.27], [0.67, 0.79, 0.43], [-0.03, 0.58, -0.19], [-0.54, -0.11, 0.22], [0.16, -0.02, -0.11], [-0.57, -0.32, -0.22], [-0.50, 0.08, 1.84], [0.43, -0.76, 0.25], [0.20, 0.34, -0.26], [-0.48, 0.43, -0.19], [0.44, -0.08, -0.08], [0.68, -0.80, 0.57], [0.53, -1.41, 0.10]], "max_force_ev_per_a": 3.29, "homo_lumo_gap_ev": [5.333, 4.261], "energy_ev": -80309.710, "total_charge": -2, "relative_energy_ev": 1.758, "lumo_ev": [3.683, 3.678]}